No. 1
{"formula": "C30H46IN6O6PSiTi", "method": "ωB97M-V/def2-TZVPD", "e_homo_ev": -8.22, "energy_ha": -3729.12103, "spin_multiplicity": 1, "lumo_ev": 0.1, "symbols": ["H", "Si", "C", "H", "H", "H", "H", "C", "C", "O", "C", "H", "H", "N", "O", "N", "H", "H", "H", "C", "H", "H", "C", "H", "H", "C", "H", "C", "H", "O", "H", "C", "H", "C", "C", "H", "C", "N", "H", "H", "C", "O", "H", "P", "H", "H", "H", "H", "H", "C", "C", "H", "C", "C", "H", "H", "H", "C", "H", "O", "C", "C", "C", "H", "C", "C", "H", "C", "C", "H", "Ti", "I", "H", "H", "H", "H", "C", "C", "C", "H", "H", "H", "H", "H", "C", "N", "H", "H", "N", "N", "C", "O"], "positions_angstrom": [[2.901, -3.923, 0.017], [2.198, -2.788, 2.085], [-0.398, -3.896, -1.656], [-3.548, -3.593, -0.656], [-0.371, -3.813, -2.747], [-3.350, 2.300, 2.367], [-4.353, -0.046, 3.274], [0.293, 4.518, 1.655], [-0.923, 2.239, -1.922], [7.254, 1.752, 0.985], [4.050, 0.798, -0.293], [4.196, -1.851, 3.177], [-0.271, 2.469, 2.022], [-1.059, 0.784, -1.972], [1.585, 0.787, 2.591], [1.139, 2.589, 0.534], [0.470, -4.496, -1.373], [0.621, -2.011, -1.433], [-3.057, -1.485, 1.176], [0.591, -3.486, 2.694], [1.104, 6.415, 1.039], [-5.497, -1.349, 1.653], [-3.343, 1.306, 1.913], [-3.364, -1.638, -2.098], [-1.638, -4.727, -0.126], [3.183, 0.440, -1.494], [-5.647, -0.012, 0.534], [1.910, 3.382, -0.207], [-2.233, 0.520, -5.161], [3.625, 0.409, -2.613], [-3.020, 2.865, -4.615], [-1.692, -4.567, -1.207], [0.033, 2.503, -2.392], [1.106, 5.342, 0.894], [3.228, -2.235, 3.515], [-1.787, -5.554, -1.661], [-2.923, -3.695, -1.542], [3.326, 0.840, 0.812], [-1.024, -0.759, -3.390], [-0.365, 4.926, 2.409], [-2.058, 2.933, -2.673], [1.870, -1.495, 1.106], [-4.258, 1.845, 0.031], [-1.465, -0.156, -0.672], [4.204, -3.945, 1.211], [-1.269, 2.733, -4.663], [-3.002, 2.741, -2.153], [-0.127, 0.672, -3.809], [2.729, -1.449, 4.088], [-1.063, 0.320, -3.356], [-3.750, -0.993, 0.478], [-3.173, 0.563, -3.664], [-0.245, -2.527, -1.011], [5.389, 1.102, -0.269], [0.713, -3.960, 3.671], [-0.143, -2.681, 2.795], [2.522, 2.904, -0.961], [-2.510, -2.314, -2.047], [-5.411, 1.157, 2.562], [2.984, 1.573, 4.182], [1.926, 4.758, -0.057], [5.149, 1.501, 2.122], [-4.570, 0.493, 2.349], [0.183, -4.231, 2.004], [0.340, 3.152, 1.447], [3.819, 1.172, 1.990], [-3.540, -4.166, -2.310], [-2.162, 2.420, -4.109], [2.742, 1.187, 3.064], [-0.862, 2.573, -0.891], [1.316, 0.164, 0.724], [3.179, 5.896, -1.256], [-1.892, 4.013, -2.662], [-0.064, -2.652, 0.057], [-2.146, -2.417, -3.074], [5.992, 1.077, -1.165], [3.123, -4.048, 1.081], [-4.964, -0.490, 1.242], [-3.315, 1.425, 0.395], [5.547, 1.785, 3.089], [2.847, -5.068, 1.364], [-2.538, 2.118, 0.095], [7.529, 1.978, 1.882], [3.418, -3.075, 4.190], [-2.240, 0.894, -4.135], [-0.518, 0.113, 0.550], [-4.074, -1.745, -0.234], [-2.419, 0.815, 2.226], [-1.474, -1.720, -1.194], [-3.084, 0.109, -0.261], [5.936, 1.454, 0.969], [1.931, 0.237, -1.128]], "lowdin_charge": [0.028, 0.316, -0.178, 0.091, 0.114, 0.110, 0.108, -0.029, -0.211, 0.086, -0.154, 0.036, 0.107, -0.184, -0.141, 0.018, 0.112, 0.108, 0.126, -0.154, 0.102, 0.112, -0.188, 0.107, 0.105, -0.535, 0.113, -0.195, 0.112, 0.111, 0.107, -0.175, 0.125, -0.121, -0.151, 0.105, -0.165, 0.042, 0.090, 0.114, -0.174, -0.387, 0.117, 0.605, 0.030, 0.114, 0.103, 0.131, 0.036, -0.193, -0.217, 0.110, -0.188, 0.103, 0.035, 0.036, 0.098, -0.222, 0.105, 0.099, -0.715, 0.092, -0.191, 0.023, -0.120, -0.147, 0.112, -0.201, -0.552, 0.076, 0.981, 0.903, 0.113, 0.082, 0.106, 0.141, -0.154, -0.184, -0.215, 0.136, 0.033, 0.076, 0.117, 0.040, -0.179, -0.227, 0.074, 0.094, -0.186, -0.181, -0.265, -0.146]}

***

No. 2
{"formula": "C30H46N2O12P", "method": "ωB97M-V/def2-TZVPD", "e_homo_ev": -10.95, "total_charge": 1, "energy_ha": -2524.34180, "spin_multiplicity": 1, "lumo_ev": -2.9, "symbols": ["H", "H", "O", "O", "C", "H", "C", "C", "H", "O", "H", "H", "H", "H", "O", "N", "O", "C", "C", "H", "H", "O", "C", "H", "C", "C", "H", "H", "C", "C", "H", "H", "H", "H", "H", "C", "C", "H", "H", "H", "H", "C", "C", "H", "O", "C", "H", "C", "H", "C", "C", "H", "H", "C", "H", "H", "O", "C", "H", "H", "C", "H", "H", "H", "P", "H", "C", "O", "C", "H", "O", "C", "C", "C", "C", "O", "N", "C", "H", "H", "H", "H", "H", "O", "H", "H", "H", "C", "H", "H", "C"], "positions_angstrom": [[-2.793, -1.658, -2.867], [-7.298, -6.694, 3.417], [-3.463, -4.954, -0.938], [1.618, -1.105, -2.588], [-4.945, -0.164, -3.338], [4.066, -3.772, -3.989], [-6.343, 2.995, 0.550], [9.512, 3.388, 4.422], [-5.357, -6.721, 2.057], [-3.892, 0.398, -3.463], [2.776, 2.382, -1.518], [-5.318, 4.257, 1.930], [4.272, -4.264, -1.665], [-4.330, -4.659, 1.461], [-6.773, 1.972, 0.992], [3.762, 3.756, 0.408], [-1.815, -4.213, -2.270], [-6.416, -4.767, 3.815], [-2.116, -1.892, -2.050], [-0.219, -2.960, -1.883], [11.872, 4.210, 3.090], [8.709, 3.653, 5.263], [5.192, 2.203, 1.579], [-6.841, -1.166, -1.495], [4.506, -2.965, -3.403], [-7.095, -5.764, 2.895], [-4.241, 4.366, -0.805], [4.423, 5.737, 0.419], [11.545, 3.178, 3.223], [-2.799, -4.049, -1.355], [12.392, 2.529, 3.011], [11.006, 1.965, 4.958], [-3.915, -2.266, -0.874], [-7.080, 4.540, 1.859], [1.283, -0.127, 1.251], [-6.547, -1.785, -3.536], [3.730, -1.673, -3.647], [-7.056, -1.685, -4.496], [-0.861, -2.873, -3.534], [-1.635, -0.966, -1.741], [5.374, 1.178, 1.875], [4.110, 2.559, 0.830], [4.259, -3.209, -1.924], [2.269, 0.502, 2.559], [-5.407, -4.144, 3.156], [-6.218, 0.441, -2.786], [-5.879, -3.850, 1.167], [-1.131, -2.963, -2.484], [10.386, 3.441, 1.394], [10.341, 2.900, 2.337], [-5.364, -4.588, 1.787], [3.318, -1.626, -4.651], [-6.669, 1.075, -3.552], [-7.063, -0.799, -2.499], [-5.391, 6.171, 0.393], [-8.024, -5.325, 2.528], [-5.873, 3.107, -0.720], [-6.064, -5.937, 1.783], [3.757, 0.090, 0.053], [4.334, -0.786, -3.442], [6.076, 3.212, 1.930], [6.407, 5.279, 1.690], [1.032, 1.523, 1.761], [-2.392, -2.481, 0.035], [2.973, 1.220, 0.334], [11.436, 3.654, 5.352], [-6.191, 4.315, 1.278], [2.942, -2.672, -1.671], [-2.881, -2.594, -0.934], [-6.491, -6.195, 0.816], [-5.158, -1.445, -3.719], [10.962, 3.002, 4.623], [4.605, 4.720, 0.741], [-5.325, 4.421, -0.926], [-5.984, 5.298, 0.129], [-6.713, -4.512, 4.944], [2.160, 1.703, -1.066], [2.625, -1.763, -2.613], [-6.022, 1.015, -1.886], [4.974, -2.681, -1.288], [10.215, 1.835, 2.129], [-6.953, 5.647, -0.233], [-6.622, -2.818, -3.205], [9.201, 3.356, 3.094], [5.562, -2.904, -3.657], [2.141, 0.881, -1.683], [-8.135, -0.629, -2.564], [1.803, 0.769, 1.610], [6.980, 3.021, 2.498], [-5.550, 4.750, -1.938], [5.742, 4.452, 1.468]], "lowdin_charge": [0.087, 0.124, 0.113, 0.089, -0.488, 0.126, -0.486, -0.483, 0.120, 0.108, 0.061, 0.131, 0.131, 0.105, 0.127, 0.077, 0.035, -0.490, -0.150, 0.108, 0.122, 0.134, -0.064, 0.117, -0.144, -0.076, 0.126, 0.124, -0.150, -0.480, 0.120, 0.135, 0.118, 0.128, 0.065, -0.144, -0.067, 0.128, 0.127, 0.118, 0.115, -0.428, -0.141, 0.068, 0.021, -0.065, 0.124, -0.153, 0.124, -0.154, -0.163, 0.133, 0.137, -0.146, 0.116, 0.130, 0.002, -0.153, 0.056, 0.129, -0.014, 0.124, 0.074, 0.130, 0.955, 0.130, -0.072, 0.024, -0.065, 0.117, 0.014, -0.068, -0.098, -0.151, -0.154, 0.122, -0.075, -0.494, 0.102, 0.123, 0.126, 0.120, 0.125, -0.019, 0.122, 0.031, 0.119, -0.179, 0.106, 0.126, -0.036]}